{
  "formula": "C3H43O20P",
  "method": "ωB97M-V with the def2-TZVPD basis set",
  "lumo_ev": -0.06,
  "energy_ha": -1986.2471,
  "orbital_gap_ha": 0.3316,
  "elements": ["C", "C", "O", "O", "C", "P", "H", "H", "H", "H", "H", "H", "H", "O", "H", "H", "O", "H", "H", "O", "H", "H", "O", "H", "H", "O", "H", "H", "O", "H", "H", "O", "H", "H", "O", "H", "H", "O", "H", "H", "O", "H", "H", "O", "H", "H", "O", "H", "H", "O", "H", "H", "O", "H", "H", "O", "H", "H", "O", "H", "H", "O", "H", "H", "O", "H", "H"],
  "positions_angstrom": [[-0.599459, 0.593905, -1.635891], [-0.965307, -0.206098, -0.387823], [-2.036464, -0.183040, 0.223906], [0.117493, -0.897206, 0.067210], [0.112428, -1.456825, 1.407800], [0.421112, -3.258798, 1.315446], [-1.497533, 1.045222, -2.081652], [-0.094289, -0.063212, -2.368073], [0.120689, 1.351515, -1.295179], [0.888160, -0.897212, 1.965748], [-0.848957, -1.273085, 1.904473], [-0.374084, -3.729575, 2.366525], [1.719903, -3.329431, 1.831883], [-2.736192, -0.797959, -3.509546], [-3.099458, -1.576881, -3.937120], [-3.081629, -0.877762, -2.609500], [-0.094809, 1.219041, 2.919009], [0.645666, 1.746893, 2.599620], [-0.683980, 1.190827, 2.160593], [-5.061066, -1.278105, -1.993328], [-5.351710, -1.384860, -1.078414], [-5.678574, -0.663277, -2.395403], [0.503660, 3.583216, -1.002424], [0.867503, 4.439971, -1.263943], [-0.354320, 3.816424, -0.635216], [1.504976, 6.272973, -0.322348], [1.376767, 7.032614, 0.257674], [2.419856, 6.352480, -0.611116], [4.137977, -3.392583, 1.058899], [4.412536, -3.768270, 0.216849], [4.805081, -2.737346, 1.279158], [1.755628, -3.354235, -2.027506], [1.516347, -3.037701, -2.916497], [1.380541, -2.717703, -1.410511], [-3.154684, 0.976871, 3.327202], [-2.700803, 0.645728, 2.543267], [-2.582467, 1.691790, 3.630839], [1.874815, 6.678393, 2.505960], [1.537803, 5.907806, 2.033553], [1.585652, 6.556644, 3.415422], [-2.904944, -2.866451, 3.017052], [-3.238177, -2.643768, 2.140348], [-3.246171, -2.156482, 3.569139], [4.564729, 7.900369, 3.307070], [3.656766, 7.681699, 3.064873], [4.673992, 7.591407, 4.208502], [-4.879917, -0.954613, 0.805582], [-5.118779, -0.204020, 1.356926], [-4.094871, -0.657593, 0.316690], [-5.693725, 2.075725, 4.803155], [-4.789366, 1.864477, 4.548263], [-6.205671, 1.328167, 4.486621], [2.916196, 0.268394, -0.476636], [2.018779, -0.072951, -0.365760], [3.457064, -0.516266, -0.599573], [1.773405, 2.434956, 1.101603], [2.452083, 1.782821, 0.881337], [1.477896, 2.767045, 0.241477], [1.785216, -5.863243, -3.477641], [1.841484, -5.085154, -2.905390], [2.621200, -5.870756, -3.958845], [3.845516, -6.041145, -5.671461], [4.641903, -6.352843, -6.108414], [3.124165, -6.472112, -6.140512], [1.036231, -3.034636, -4.485554], [0.131976, -3.317251, -4.314481], [1.444210, -3.806923, -4.893921]],
  "forces_ev_per_a": [[-0.23, -0.71, 0.41], [-0.35, 0.03, 0.74], [1.42, 0.07, -0.89], [-0.57, 0.62, -0.48], [0.05, 0.50, 0.97], [-0.10, -0.56, -1.10], [0.47, -0.17, 0.20], [-0.31, 0.35, 0.35], [-0.27, -0.10, -0.29], [-0.49, -0.36, -0.36], [0.26, -0.05, -0.29], [0.18, 0.21, 0.40], [-0.04, -0.02, 0.41], [0.35, -0.02, 0.15], [-0.09, -0.04, -0.11], [-0.26, 0.06, -0.15], [-0.37, 0.04, 0.36], [0.27, 0.19, -0.32], [0.09, -0.02, -0.16], [0.10, -0.18, -0.01], [-0.14, 0.06, 0.11], [-0.03, 0.07, -0.03], [-0.13, 0.21, -0.34], [0.07, 0.03, 0.16], [-0.09, -0.05, 0.05], [0.04, 0.03, -0.08], [-0.06, 0.04, -0.02], [0.06, -0.01, 0.03], [-0.07, 0.10, 0.00], [-0.04, -0.02, -0.05], [0.10, -0.01, 0.02], [0.30, 0.15, 0.45], [0.11, 0.12, -0.07], [-0.09, -0.24, 0.16], [-0.04, 0.14, -0.09], [-0.14, -0.16, -0.02], [0.15, -0.13, 0.08], [-0.15, 0.06, 0.10], [0.22, -0.12, -0.05], [-0.08, 0.01, 0.02], [0.07, 0.12, -0.14], [-0.12, -0.04, -0.05], [0.01, 0.04, 0.12], [0.00, 0.15, -0.08], [0.04, -0.16, -0.08], [0.00, -0.04, 0.07], [0.24, -0.06, -0.16], [-0.04, 0.05, 0.07], [0.05, 0.04, 0.24], [0.02, 0.12, 0.06], [-0.02, -0.12, -0.12], [-0.05, -0.06, 0.00], [-0.10, 0.06, 0.10], [-0.07, -0.09, -0.03], [0.08, -0.07, -0.02], [0.25, -0.27, 0.32], [0.07, -0.03, 0.01], [-0.19, 0.26, -0.05], [0.03, 0.14, -0.34], [-0.08, -0.07, 0.34], [0.13, -0.13, 0.07], [-0.17, 0.04, -0.02], [0.11, 0.00, 0.04], [-0.03, -0.04, -0.02], [-0.23, 0.20, -0.59], [-0.13, -0.01, -0.07], [0.07, -0.13, 0.05]]
}

---

{
  "formula": "C27H27BrF4NS",
  "method": "ωB97M-V with the def2-TZVPD basis set",
  "lumo_ev": -4.94,
  "energy_ha": -4471.1789,
  "total_charge": 1,
  "orbital_gap_ha": 0.2132,
  "elements": ["C", "C", "N", "C", "S", "Br", "H", "H", "H", "H", "H", "H", "H", "F", "C", "C", "C", "C", "C", "C", "H", "H", "H", "H", "H", "F", "C", "C", "C", "C", "C", "C", "H", "H", "H", "H", "H", "F", "C", "C", "C", "C", "C", "C", "H", "H", "H", "H", "H", "F", "C", "C", "C", "C", "C", "C", "H", "H", "H", "H", "H"],
  "positions_angstrom": [[-3.785110, 1.009680, -3.594351], [-2.337933, 1.337661, -3.368596], [-1.465606, 0.614615, -2.817839], [-1.842032, 2.703652, -3.850033], [-0.077179, 2.660783, -4.146369], [0.020777, 1.673672, -6.047534], [-3.848804, 0.046719, -4.106284], [-4.292921, 0.911108, -2.630792], [-4.296102, 1.764408, -4.190553], [-1.824352, -0.283505, -2.491746], [-2.312688, 3.016130, -4.783625], [-1.997639, 3.475734, -3.088802], [0.134683, 1.570139, -3.349765], [2.262249, 1.424947, -2.786343], [2.575945, 0.452383, -1.866572], [1.712235, 0.245815, -0.814861], [2.036015, -0.738192, 0.110048], [3.200414, -1.477582, -0.037341], [4.045844, -1.240352, -1.112525], [3.737257, -0.262986, -2.048960], [0.815789, 0.845017, -0.721832], [1.381842, -0.919918, 0.952466], [3.453208, -2.239489, 0.688262], [4.954527, -1.816824, -1.222765], [4.379350, -0.056761, -2.894053], [2.468356, 0.747607, 3.222316], [2.390987, 2.055528, 2.902118], [3.234551, 2.949921, 3.528252], [3.141167, 4.291527, 3.186180], [2.219837, 4.717003, 2.238496], [1.385082, 3.792676, 1.626126], [1.467252, 2.447142, 1.954902], [3.941706, 2.596471, 4.265798], [3.794047, 5.008510, 3.665829], [2.152845, 5.765403, 1.981568], [0.662228, 4.120696, 0.889504], [0.827341, 1.705396, 1.498919], [5.517892, -4.597199, 0.820338], [5.232754, -4.413644, 2.129739], [4.003758, -4.827641, 2.602113], [3.713675, -4.626949, 3.944763], [4.640651, -4.021608, 4.781732], [5.867583, -3.615474, 4.274919], [6.176112, -3.810456, 2.935992], [3.299364, -5.298175, 1.929505], [2.758458, -4.950336, 4.337045], [4.408795, -3.869490, 5.827008], [6.593359, -3.144017, 4.924242], [7.126810, -3.507625, 2.519128], [-5.712114, -1.724901, -1.967154], [-6.770538, -1.040564, -1.465747], [-7.375042, -0.095075, -2.266776], [-8.449004, 0.620476, -1.755860], [-8.897633, 0.375563, -0.465544], [-8.268538, -0.584745, 0.316092], [-7.190902, -1.306121, -0.179675], [-7.009214, 0.066267, -3.272485], [-8.937588, 1.365187, -2.370025], [-9.737383, 0.929965, -0.069746], [-8.617483, -0.776925, 1.321871], [-6.688938, -2.061250, 0.409282]],
  "forces_ev_per_a": [[0.05, -0.05, 0.16], [0.13, 0.16, -0.04], [-0.09, -0.31, 0.02], [-0.23, -0.12, -0.13], [0.34, 0.65, -0.11], [0.06, -0.17, -0.16], [-0.07, 0.05, 0.05], [-0.02, 0.00, -0.10], [0.02, -0.02, 0.05], [0.09, 0.07, 0.00], [0.00, 0.08, 0.13], [-0.07, -0.05, -0.06], [-0.22, -0.31, 0.24], [-0.08, -0.02, 0.01], [0.05, -0.02, -0.03], [-0.03, -0.01, -0.03], [0.01, 0.00, -0.01], [0.02, -0.05, 0.03], [0.01, -0.01, 0.01], [0.02, 0.00, 0.00], [0.01, -0.01, -0.01], [0.01, 0.01, 0.01], [0.00, 0.01, 0.01], [-0.01, -0.01, 0.00], [0.00, 0.01, 0.00], [0.00, 0.00, 0.00], [0.02, -0.03, -0.01], [0.01, 0.01, 0.00], [0.00, 0.01, 0.00], [0.01, -0.01, -0.01], [0.03, 0.00, 0.01], [-0.06, 0.03, 0.00], [0.00, -0.01, -0.01], [-0.01, 0.00, 0.00], [0.00, 0.00, 0.00], [-0.01, 0.00, 0.01], [-0.02, 0.01, 0.04], [0.00, 0.02, 0.00], [-0.02, 0.03, -0.03], [-0.03, 0.01, -0.01], [0.00, 0.00, 0.01], [0.00, 0.00, -0.01], [-0.01, 0.00, 0.01], [0.02, 0.01, 0.00], [0.01, -0.02, 0.00], [0.00, 0.00, 0.00], [0.00, 0.00, 0.00], [0.00, -0.01, 0.00], [0.00, 0.00, -0.01], [0.03, 0.01, 0.01], [0.03, 0.02, 0.01], [0.04, 0.07, -0.09], [-0.01, -0.03, 0.05], [0.02, 0.00, 0.00], [-0.01, 0.01, 0.00], [-0.01, -0.01, 0.01], [-0.03, -0.02, -0.02], [-0.01, -0.01, 0.00], [0.00, 0.00, 0.00], [0.00, 0.00, -0.01], [0.00, 0.00, 0.00]]
}

---

{
  "formula": "C5H7N",
  "method": "ωB97M-V with the def2-TZVPD basis set",
  "lumo_ev": 0.33,
  "energy_ha": -249.2880,
  "relative_energy_ev": 5.039,
  "orbital_gap_ha": 0.2910,
  "elements": ["C", "N", "C", "C", "C", "C", "H", "H", "H", "H", "H", "H", "H"],
  "positions_angstrom": [[1.120605, -1.197880, 0.515109], [-0.121303, -0.572511, 0.128579], [-1.390934, -0.989868, 0.249168], [-0.349609, 0.414350, -0.799303], [0.020907, 1.760559, -0.536658], [0.313746, 2.910846, -0.299914], [1.911005, -0.448474, 0.428580], [1.365680, -2.041466, -0.143015], [1.065647, -1.551429, 1.548584], [-1.659872, -2.041171, 0.112588], [-2.131818, -0.307935, 0.650763], [-0.723869, 0.145516, -1.779029], [0.579814, 3.919462, -0.075452]],
  "forces_ev_per_a": [[0.15, -0.04, 0.04], [-0.17, 0.02, -0.02], [-0.14, -0.19, 0.13], [0.08, 0.18, -0.13], [0.20, 0.52, 0.07], [-0.09, -0.44, -0.02], [-0.06, -0.08, 0.02], [-0.04, 0.09, 0.07], [-0.02, 0.07, -0.15], [0.05, 0.10, 0.02], [0.14, -0.08, -0.13], [-0.02, 0.00, 0.18], [-0.05, -0.16, -0.07]]
}

---

{
  "formula": "C4H11N2",
  "method": "ωB97M-V with the def2-TZVPD basis set",
  "multiplicity": 3,
  "lumo_ev": [-3.13, -7.12],
  "energy_ha": -267.9988,
  "s2": 2.0070,
  "total_charge": 1,
  "relative_energy_ev": 3.553,
  "orbital_gap_ha": [0.2466, 0.2526],
  "elements": ["C", "C", "C", "C", "N", "N", "H", "H", "H", "H", "H", "H", "H", "H", "H", "H", "H"],
  "positions_angstrom": [[-2.109032, -0.780314, 0.687883], [-1.852115, 0.138198, -0.169061], [1.823595, -0.550190, 0.071268], [-0.223500, 0.707668, -0.450007], [0.277316, 1.595364, 0.578692], [0.517229, -0.580605, -0.511972], [-3.089909, -1.208152, 0.677028], [-1.367258, -1.223101, 1.310894], [-2.468050, 0.709261, -0.933395], [2.032082, -1.487875, 0.686941], [2.768712, -0.526415, -0.627365], [1.895619, 0.228024, 0.787641], [-0.287669, 1.108300, -1.509114], [0.128774, 1.213432, 1.597549], [0.232972, 2.577921, 0.448440], [0.511239, -0.902076, -1.437770], [-0.120211, -1.272122, -0.014967]],
  "forces_ev_per_a": [[-2.78, -8.01, 7.29], [5.13, 12.21, -10.40], [4.57, -2.84, 0.75], [-4.22, 0.28, -0.26], [-0.68, -3.30, 1.45], [-0.95, -0.59, 1.65], [-0.13, -0.87, 0.04], [0.14, -0.12, 1.00], [0.27, -1.04, 1.76], [-0.61, 0.91, -0.96], [-2.39, 0.33, 0.82], [0.11, 0.81, 0.16], [0.50, 0.08, 1.66], [0.14, 1.52, -2.72], [-0.34, 0.61, -0.09], [0.17, -0.47, -1.86], [1.06, 0.49, -0.29]]
}

---

{
  "formula": "C15H18O2",
  "method": "ωB97M-V with the def2-TZVPD basis set",
  "lumo_ev": 0.76,
  "smiles": "CCc1ccc(O)cc1.Cc1ccc(O)cc1",
  "energy_ha": -732.8321,
  "relative_energy_ev": 0.930,
  "orbital_gap_ha": 0.3296,
  "elements": ["C", "C", "C", "C", "C", "C", "C", "C", "O", "H", "H", "H", "H", "H", "H", "H", "H", "H", "H", "C", "C", "C", "C", "C", "C", "C", "O", "H", "H", "H", "H", "H", "H", "H", "H"],
  "positions_angstrom": [[-1.397612, 0.866998, 2.357495], [-2.441746, 1.754635, 3.088900], [-1.324648, 1.231650, 0.876572], [-0.258557, 1.988036, 0.431934], [-2.285629, 0.782682, -0.010090], [-0.071565, 2.195021, -0.945937], [-2.090802, 0.952169, -1.385257], [-0.979910, 1.658504, -1.825034], [-0.971294, 1.863180, -3.180885], [-0.426049, 0.990557, 2.834149], [-1.703293, -0.179289, 2.383014], [-3.288243, 1.824991, 2.412113], [0.461299, 2.399326, 1.104572], [-3.146144, 0.187930, 0.249830], [0.765282, 2.839495, -1.173470], [-2.899281, 0.582471, -2.000536], [-0.200818, 2.262729, -3.588758], [-1.986732, 2.680132, 3.436808], [-2.797114, 1.246708, 3.980240], [2.879088, -1.844907, -2.504507], [2.886135, -1.557470, 0.030567], [2.198313, -1.578067, -1.173501], [2.188838, -1.721289, 1.228858], [0.809607, -1.716186, 1.249277], [0.804998, -1.594646, -1.128464], [0.105875, -1.542272, 0.065696], [0.114132, -2.110424, 2.376102], [3.953486, -1.401625, 0.056446], [2.783806, -1.819263, 2.113490], [3.194311, -2.885922, -2.496840], [3.739343, -1.204181, -2.684367], [0.271497, -1.773939, -2.050098], [0.322728, -1.557440, 3.134085], [-0.941190, -1.676959, 0.110874], [2.160993, -1.669010, -3.305553]],
  "forces_ev_per_a": [[-0.85, 0.65, -0.45], [0.53, -1.23, 0.04], [0.41, -0.01, 1.73], [-0.43, -0.46, -1.61], [0.66, -0.18, -1.51], [0.15, 0.30, 1.59], [-0.52, 0.12, 1.65], [-0.34, 0.34, -1.33], [-0.33, -0.28, -0.57], [0.12, -0.20, -0.09], [0.10, -0.03, 0.34], [-0.14, 0.72, 0.14], [0.32, 0.08, 0.47], [-0.09, 0.00, 0.59], [-0.01, -0.11, -0.77], [0.44, 0.13, -0.61], [0.34, 0.08, 0.65], [-0.34, 0.31, -0.49], [-0.06, -0.11, 0.23], [-0.33, 0.46, 0.51], [-0.54, 0.27, 0.23], [-0.22, -0.30, -0.42], [0.70, 0.73, -0.53], [0.05, -0.39, 0.00], [0.17, 0.04, -0.01], [0.98, -1.07, 0.25], [-0.33, 0.29, 0.01], [0.22, -0.36, -0.04], [-0.03, -0.10, 0.60], [0.12, -0.05, -0.31], [0.15, -0.01, 0.07], [-0.21, 0.36, -0.14], [0.18, 0.04, -0.01], [-0.97, 0.16, -0.13], [0.12, -0.17, -0.10]]
}

---

{
  "formula": "C9H12O2S",
  "method": "ωB97M-V with the def2-TZVPD basis set",
  "lumo_ev": [-0.68, -1.07],
  "energy_ha": -898.5290,
  "relative_energy_ev": 7.072,
  "orbital_gap_ha": [0.2572, 0.2264],
  "elements": ["C", "C", "C", "C", "C", "C", "C", "C", "C", "O", "O", "S", "H", "H", "H", "H", "H", "H", "H", "H", "H", "H", "H", "H"],
  "positions_angstrom": [[-0.079167, 0.486096, 0.028562], [0.969938, 1.337795, 0.187641], [0.227725, -0.856047, 0.153344], [2.823663, 0.280134, 0.572707], [-1.494627, 0.913927, 0.150462], [-0.690867, -1.994854, 0.061819], [-2.477885, -0.128007, -0.257363], [-2.134676, -1.543577, 0.420988], [3.809525, 1.112517, -0.134633], [2.531847, -2.350108, 0.197628], [1.081717, 2.648486, 0.169153], [1.976206, -1.102218, -0.319174], [-1.682894, 1.178647, 1.262328], [-1.518754, 1.803064, -0.336055], [-0.750910, -2.521624, -0.925209], [-0.224527, -2.626800, 0.837148], [-3.380589, 0.314199, 0.163575], [-2.574627, -0.182085, -1.407767], [-2.905031, -2.130316, -0.040120], [-2.347280, -1.306631, 1.430716], [3.341262, 1.655550, -0.825685], [4.723379, 0.657512, -0.512415], [4.284828, 1.861335, 0.554169], [1.942082, 2.916332, 0.257601]],
  "forces_ev_per_a": [[-1.15, -0.60, 1.65], [6.03, -1.79, 1.08], [2.73, 1.28, -2.69], [-5.00, 0.53, -0.55], [0.74, -1.11, 2.89], [-1.01, -0.33, 1.05], [0.05, -0.44, -1.17], [-0.18, 2.44, -2.37], [2.64, -0.29, 2.84], [-0.01, -1.16, 0.09], [-4.86, -1.12, -0.71], [-0.07, 1.25, 0.90], [0.31, -0.39, -1.51], [-0.96, 2.78, -1.70], [0.63, 0.50, 0.83], [-0.69, -0.77, -0.42], [-0.67, -0.84, -0.37], [0.16, -0.09, 1.76], [-0.13, -1.10, 0.37], [0.14, -0.59, 1.32], [-1.34, 2.19, -3.43], [-0.31, -0.66, -0.32], [-0.65, -0.53, -0.01], [3.61, 0.83, 0.46]]
}